[1]
# C23H41NO2P2Sn

C23H41NO2P2Sn as an isolated structure (the ωB97M-V functional and the def2-TZVPD basis, OMol25).

Geometry as XYZ:
```
70
Properties=species:S:1:pos:R:3:forces:R:3:mulliken_charge:R:1
Sn -0.9174 -1.5385 -6.3374 -1.8477 -5.4885 3.3858 0.35
C -1.0011 -2.1538 1.2737 -0.6909 1.7294 1.1518 0.49
C 0.3030 -2.4875 0.8207 0.6507 0.3607 0.3011 0.42
C 0.4697 -0.6458 2.1795 2.6966 -0.7699 -1.1198 0.42
C -0.8880 -1.0221 2.1175 -2.2108 -2.0050 -1.3954 0.72
C 1.2157 -1.5496 1.3807 -0.7636 1.0726 0.6015 0.56
C -2.2416 -2.8894 0.9359 -0.4413 -0.2431 0.0925 -1.69
H -2.2305 -3.2261 -0.1072 -0.1272 -0.0237 0.1137 0.38
H -3.1230 -2.2531 1.0873 0.1133 -0.2551 -0.0837 0.42
H -2.3659 -3.7826 1.5679 -0.0586 0.1675 -0.2305 0.33
C -1.9974 -0.3286 2.8239 0.0072 -0.0263 0.0519 -1.40
H -2.9265 -0.8950 2.7388 0.0615 0.1458 0.1078 0.44
H -2.1562 0.6752 2.4044 -0.0278 -0.0741 0.1853 0.14
H -1.7564 -0.2046 3.8875 -0.1541 0.0329 -0.1768 0.35
C 1.0082 0.4975 2.9474 0.0713 0.1729 0.2230 -1.16
H 0.5703 0.5209 3.9539 0.1365 0.0978 -0.1650 0.39
H 0.7625 1.4494 2.4532 0.1090 -0.1948 0.3138 0.11
H 2.0930 0.4236 3.0397 -0.1199 0.1110 0.0664 0.40
C 2.6812 -1.5569 1.1959 0.6521 0.0120 0.1196 -1.75
H 3.1762 -2.2129 1.9302 -0.0063 0.1781 -0.2585 0.34
H 3.0915 -0.5467 1.3241 0.0509 -0.2751 -0.0765 0.40
H 2.9529 -1.9190 0.1972 0.0938 0.0726 0.1541 0.39
C 0.6628 -3.6337 -0.0437 -0.0512 -0.0906 -0.3065 -1.49
H 0.9140 -4.5250 0.5518 -0.0577 0.1960 -0.1122 0.33
H 1.5359 -3.3964 -0.6625 -0.0843 -0.1428 0.1183 0.34
H -0.1709 -3.9032 -0.7041 0.1796 -0.0737 0.1331 0.33
C -1.8670 0.1456 -7.1569 -1.3834 1.9249 -2.2687 -0.66
C -1.0935 -0.5023 -8.1956 -1.6782 1.0638 -1.8857 -0.38
C 0.3178 -0.1883 -8.5744 1.1907 0.9012 -1.7134 -0.75
C 1.4256 -0.5204 -7.5508 0.8361 0.6793 0.2086 -0.82
C 0.9018 -0.6220 -6.1088 0.3893 -1.5086 1.1788 -0.54
C 0.6605 0.7046 -5.5586 4.7801 3.7244 -0.0113 -0.05
C -0.0978 1.7562 -6.2678 -0.2100 2.2560 0.2696 -0.80
C -1.5543 1.5015 -6.5890 -0.6181 0.7634 0.3674 -0.68
H 0.4244 0.8881 -8.8957 -0.2142 -0.9000 0.2944 0.31
H 2.2043 0.2490 -7.5630 0.1518 -0.0118 -0.3982 0.29
H 0.5708 -0.7577 -9.5083 -0.3780 0.4678 0.8229 0.38
H -1.9096 2.2992 -7.2917 0.2889 -0.6450 0.3130 0.36
H -2.9634 -0.0419 -7.1747 0.9136 -0.0463 -0.1509 0.60
H -1.6886 -0.9785 -9.0155 0.5063 0.0400 1.0786 0.45
H -2.1692 1.6808 -5.6781 0.2368 -0.3232 -0.3469 0.24
H -0.0316 2.6937 -5.6472 -0.1886 -0.6675 -0.8178 0.50
H 1.7019 1.1320 -5.4089 -0.6463 -0.3279 -1.7418 0.23
H 0.4571 2.0468 -7.1978 -0.2537 -0.5612 0.6344 0.44
H 1.9227 -1.4646 -7.8258 -0.2936 0.2085 0.3403 0.42
H 1.5302 -1.2253 -5.4425 0.1194 0.1263 -0.3858 0.59
P -1.2180 1.6220 -1.6628 0.2311 0.2531 1.0622 0.97
C -2.7399 2.4413 -1.2613 -0.3793 0.2389 -0.4533 -1.40
C -1.4222 -0.1487 -1.7617 -0.0853 -0.4233 -0.3520 -0.63
P 1.3519 1.8876 -3.4893 -1.9879 -3.1572 -0.1168 0.79
C -0.2911 2.5157 -2.9292 0.0676 0.4386 0.1554 -1.19
C 1.8179 0.3661 -2.6210 0.1278 0.0479 0.4099 -1.12
C 2.6052 3.1344 -3.2791 0.3189 0.6093 -0.6639 -1.19
H -2.7361 2.6733 -0.1880 -0.0324 -0.1025 -0.2272 0.43
H -3.5743 1.7745 -1.5089 0.1114 0.1758 0.1068 0.50
H -2.8266 3.3628 -1.8507 -0.0366 -0.1283 0.2212 0.47
H -1.1543 -0.5454 -2.7526 -0.0461 0.1730 0.2116 0.19
H -2.4865 -0.3714 -1.5779 0.3756 0.1286 -0.0051 0.60
H -0.8280 -0.6557 -0.9867 0.0207 0.0782 0.0438 -0.19
H 2.3726 3.9999 -3.9313 0.2452 -0.3405 0.4190 0.39
H 3.5923 2.7172 -3.5669 -0.5758 0.2167 0.1869 0.44
H 2.6097 3.4353 -2.2241 0.0809 -0.0232 -0.1350 0.41
H -0.1511 3.5661 -2.6078 -0.3648 -0.3694 0.1644 0.59
H -0.9467 2.5393 -3.8258 0.2194 0.0053 0.4703 0.47
H 1.7127 0.5023 -1.5388 0.2918 -0.3094 -0.2488 0.20
H 2.8722 0.1651 -2.8616 -0.2471 0.0027 0.0789 0.59
H 1.2118 -0.4806 -2.9790 0.2536 0.3734 0.1199 0.25
O -0.8845 2.2301 0.9312 1.3598 -1.0463 -3.4652 -0.55
N -0.2459 1.9068 -0.1126 1.5965 1.2383 3.7031 0.81
O 1.0138 1.8361 -0.1268 -3.2753 0.0697 -0.6687 -0.50
```
Forces are in eV/Å.

For the highest occupied orbital energy (alpha / beta), the calculation gives -11.57 / -11.67 eV. Its HOMO-LUMO gap (alpha / beta) is 3.476 / 3.670 eV. As for the total charge: +2.


[2]
# C8H13N2O3S

A 2-piece molecular cluster, C8H13N2O3S overall (the ωB97M-V functional and the def2-TZVPD basis, OMol25).

Geometry as XYZ:
```
27
Properties=species:S:1:pos:R:3:forces:R:3:mulliken_charge:R:1
C 2.7061 1.5484 0.3545 0.4230 2.0548 -1.6246 -0.30
C 2.1910 1.9392 -0.8883 -0.8463 -4.6023 3.2352 -0.41
C 1.3941 -0.3071 -0.1074 2.4993 2.9248 -0.0859 0.15
C -1.0978 -2.6453 -0.3418 -0.1322 -0.3300 0.1646 -1.28
C 2.5816 -0.3152 1.9647 1.9636 -0.7261 0.7015 -1.00
C -2.3757 -0.5326 -1.0790 1.4507 -0.3729 0.7348 -0.46
C -2.8325 0.8549 -0.6371 -1.9337 -2.3390 0.7666 -1.04
C -1.5203 -1.2275 -0.2696 -1.9745 0.4608 -0.6290 0.87
N 2.2966 0.3105 0.7171 -1.7332 -0.6964 -0.8363 0.18
N -1.7480 1.7818 -0.7454 1.4782 1.1353 -0.9948 1.08
O -0.7104 1.6379 -0.1230 -0.5202 0.0003 2.5977 -0.62
O -1.7736 2.5901 -1.6137 -0.9870 1.4364 -1.5756 -0.54
O -1.0882 -0.7082 0.8651 -0.1433 1.7110 2.2244 -0.51
S 1.0900 0.6648 -1.4015 1.4632 0.4769 -1.1351 -0.02
H 3.4138 2.1590 1.0000 -1.0901 -1.1262 -0.9003 0.38
H 2.2436 2.7663 -1.4685 0.4512 2.5020 -1.3472 0.53
H -1.8065 -3.3230 0.1032 -0.6832 0.1953 0.9040 0.36
H -1.1803 -3.0338 -1.3264 0.9370 -0.1403 -1.2036 0.39
H -0.1779 -2.8291 0.2340 -0.0915 -0.0080 -0.7465 0.33
H 3.6594 -0.2997 2.1623 -0.0267 0.3966 -0.1310 0.44
H 2.1195 0.2103 2.8057 -0.4678 -0.7309 -0.1976 0.33
H 2.4438 -1.3770 1.7486 -0.7638 0.0955 1.0715 0.33
H -2.6000 -0.9080 -2.0702 -0.2990 0.1224 0.2076 0.39
H 1.0279 -1.2753 0.0273 -0.3027 -1.0049 0.3652 0.28
H -3.3102 0.8705 0.3784 0.9211 0.0012 -0.5285 0.32
H -3.6136 1.1803 -1.2867 -0.2757 0.4644 -0.5313 0.36
H -1.3323 0.2678 0.9976 0.6837 -1.9008 -0.5057 0.44
```
Forces are in eV/Å.

For the highest occupied orbital energy, the calculation gives -12.40 eV. Its HOMO-LUMO gap is 8.534 eV. As for the total charge: +1.


[3]
# C33H50Cl3GeNO3RbS3SeSi

C33H50Cl3GeNO3RbS3SeSi as an isolated structure (the ωB97M-V functional and the def2-TZVPD basis, OMol25).

Geometry as XYZ:
```
97
Properties=species:S:1:pos:R:3:forces:R:3:mulliken_charge:R:1
Rb 0.0634 -0.0506 -0.3380 1.9592 0.1643 1.0883 0.26
C 3.8037 -4.2417 1.6438 0.0645 0.0704 -0.0545 -0.51
C 2.8649 -4.4505 0.4588 0.0122 0.1818 0.1122 -0.94
S 1.5749 -3.2100 0.2312 -0.1490 -0.2501 -0.1001 0.20
C 0.7556 -3.2044 1.8435 0.1717 0.1605 0.0109 -0.24
C 1.3209 -2.2350 2.9124 0.0523 -0.0294 -0.1656 -0.93
S 2.1267 -0.7776 2.1859 -0.0878 0.0828 0.2158 -0.12
C 3.6811 -0.6693 3.0865 -0.0553 -0.1078 -0.1122 -0.73
C 4.5360 -1.9369 3.1275 0.0691 0.0216 -0.1384 -1.07
S 4.8416 -2.7495 1.5315 -0.0390 0.0333 -0.0210 -0.05
H 4.4758 -5.0992 1.7061 -0.0311 -0.0710 0.0308 0.46
H 3.2397 -4.1976 2.5747 -0.0092 -0.0425 -0.0235 0.16
H 2.3890 -5.4291 0.5582 0.0516 -0.0605 -0.0206 0.34
H 3.4251 -4.4363 -0.4782 0.0025 -0.0435 0.0179 0.40
H 0.7342 -4.2280 2.2248 -0.0493 0.0255 0.0530 0.41
H -0.2795 -2.9347 1.6292 -0.0076 -0.0085 0.0198 -0.31
H 2.0455 -2.7235 3.5630 -0.0242 -0.0342 -0.0439 0.44
H 0.4913 -1.8877 3.5225 -0.0444 -0.0543 0.0784 0.58
H 3.4944 -0.3255 4.1069 0.0939 0.0177 0.0355 0.32
H 4.2170 0.1175 2.5527 0.0252 0.0116 0.0396 0.45
H 4.1194 -2.6794 3.8067 0.0078 0.0108 0.0440 0.38
H 5.5176 -1.6658 3.5180 0.0093 -0.0028 0.0957 0.51
O -1.2071 -1.4425 -1.9796 -0.6584 -0.4469 -0.9735 -0.11
C -2.0638 -0.8043 -2.9496 -0.0332 0.2834 -0.1388 3.14
C -2.3111 0.6923 -2.4867 -0.0316 0.1501 0.1441 -0.97
O -2.8827 1.4216 -3.3016 0.0504 -0.2005 0.1575 -0.75
O -1.9162 0.9566 -1.3155 -0.8561 0.6350 -1.1848 0.37
C -1.3710 -0.7444 -4.3054 0.0809 -0.0927 0.1039 -0.63
C -2.0956 -0.5217 -5.4740 -0.0136 0.0030 -0.0500 -0.19
C -1.4443 -0.3846 -6.6908 0.0480 -0.0156 0.0447 -0.90
C -0.0561 -0.4607 -6.7596 -0.0543 -0.0106 0.0463 -0.31
C 0.6725 -0.6762 -5.5996 -0.0382 0.0050 0.0007 -0.97
C 0.0156 -0.8181 -4.3818 0.0099 -0.0366 -0.0749 -0.58
C -3.3894 -1.5551 -2.9771 0.0759 -0.0947 -0.0130 -0.68
C -4.5071 -1.1020 -2.2843 0.0015 0.0551 -0.0113 -0.58
C -5.6422 -1.8950 -2.1775 0.0354 -0.0279 -0.0163 -0.88
C -5.6821 -3.1420 -2.7844 0.0453 0.0219 -0.0231 -0.41
C -4.5840 -3.5891 -3.5098 -0.0210 0.0238 0.0202 -0.85
C -3.4460 -2.8010 -3.6007 -0.0294 -0.0103 0.0315 0.07
H -1.4653 -2.3706 -1.9057 -0.0461 -0.0162 0.1197 0.25
H -3.1740 -0.4396 -5.4223 0.0351 0.0192 0.0173 0.45
H -2.0227 -0.2052 -7.5901 0.0010 -0.0039 0.0089 0.36
H 0.4528 -0.3463 -7.7098 -0.0143 0.0058 0.0108 0.37
H 1.7547 -0.7230 -5.6274 -0.0270 0.0059 0.0196 0.47
H 0.5973 -0.9893 -3.4868 0.0264 0.0011 0.0155 0.55
H -4.4938 -0.1196 -1.8252 0.0115 -0.0623 0.0150 0.64
H -6.4826 -1.5411 -1.5931 0.0247 -0.0105 -0.0157 0.41
H -6.5609 -3.7685 -2.6848 0.0065 0.0173 -0.0140 0.37
H -4.6105 -4.5572 -3.9982 0.0098 0.0253 0.0354 0.36
H -2.5852 -3.1546 -4.1592 -0.0208 0.0108 0.0148 0.41
Cl -5.1432 -1.0275 1.5320 0.0950 0.0190 -0.0570 -0.54
Ge -2.9608 -0.8793 0.7458 -0.6201 -0.5009 0.5221 1.09
Cl -2.6742 -3.1875 0.3356 -0.0086 0.0555 -0.0359 -0.53
Cl -1.9292 -1.0326 2.8930 0.0093 0.0838 -0.0385 -0.50
C -0.2282 4.3783 4.3684 0.0134 -0.0279 0.0274 -1.84
C -0.6433 3.1139 3.5963 0.0221 -0.0309 0.0035 2.76
C -2.1441 2.8795 3.8224 -0.0232 -0.0130 0.0720 -2.13
C 0.0772 1.9003 4.2101 -0.0690 -0.0052 0.0499 -1.58
Si -0.2420 3.2568 1.7026 -0.0687 -0.0046 0.1574 -1.16
C 1.5679 3.8556 1.3664 0.0164 -0.1002 -0.0769 3.11
C 1.7026 5.3825 1.4759 0.0599 0.0128 -0.0509 -1.82
C 2.5681 3.2155 2.3392 0.0594 0.0175 -0.0338 -2.38
C 1.9966 3.4087 -0.0458 0.0025 0.0671 0.0166 -1.92
C -1.5678 4.2837 0.7454 -0.0036 -0.0378 -0.0573 2.90
C -2.8652 3.4688 0.5882 -0.0239 -0.0483 0.0087 -1.46
C -1.0875 4.5941 -0.6802 -0.0400 0.0279 -0.0412 -2.25
C -1.8868 5.6100 1.4554 -0.0290 0.0035 -0.0411 -1.85
H -0.5385 4.2731 5.4186 0.0260 0.0171 -0.0555 0.55
H -0.6957 5.2835 3.9738 0.0013 -0.0261 0.0151 0.25
H 0.8541 4.5298 4.3617 -0.0600 -0.0114 -0.0024 0.31
H -2.3199 2.7240 4.8971 0.0226 0.0075 -0.0803 0.57
H -2.4996 1.9842 3.3042 0.0422 0.0678 0.0485 0.24
H -2.7528 3.7301 3.5103 0.0172 -0.0570 0.0332 0.42
H -0.1164 1.8837 5.2940 0.0017 -0.0069 -0.0868 0.48
H 1.1551 1.9195 4.0641 0.0108 0.0157 0.0232 0.35
H -0.3022 0.9658 3.7908 0.0361 0.0649 0.0080 0.03
H 1.3865 5.7590 2.4524 0.0210 -0.0186 -0.0178 0.29
H 1.1220 5.9009 0.7106 0.0372 -0.0159 0.0510 0.33
H 2.7565 5.6624 1.3334 -0.0740 -0.0090 0.0010 0.53
H 2.4294 3.5508 3.3687 0.0058 -0.0162 -0.0187 0.31
H 3.5857 3.4948 2.0327 -0.0649 -0.0285 0.0148 0.60
H 2.5035 2.1235 2.3199 0.0014 0.0761 0.0077 0.26
H 1.3312 3.7649 -0.8309 0.0672 -0.0153 0.0381 0.20
H 2.0500 2.3191 -0.1218 0.0453 0.0311 0.0205 0.22
H 3.0020 3.7868 -0.2673 -0.0366 -0.0449 -0.0032 0.57
H -2.7044 2.5920 -0.0458 -0.0008 0.0993 0.0359 0.00
H -3.6202 4.0995 0.0978 0.0448 -0.0394 0.0136 0.47
H -3.2811 3.1324 1.5374 -0.0120 0.0538 -0.0333 0.30
H -0.8575 3.6796 -1.2339 -0.0656 0.0606 0.0249 0.25
H -0.2150 5.2506 -0.7010 -0.0603 -0.0291 -0.0191 0.42
H -1.8962 5.1018 -1.2225 0.0402 -0.0404 0.0301 0.56
H -2.3383 5.4526 2.4370 0.0139 0.0251 -0.0480 0.32
H -2.6117 6.1702 0.8479 0.0424 -0.0164 0.0358 0.54
H -1.0033 6.2412 1.5857 -0.0253 -0.0177 -0.0099 0.27
Se 4.4481 -0.2846 -2.1427 -0.1516 -0.1101 0.1707 -0.42
C 4.5724 1.3708 -2.8895 0.0751 0.6026 -0.3008 0.19
N 4.6632 2.4319 -3.3656 -0.0332 -0.4472 0.2259 -0.70
```
Forces are in eV/Å.

For the highest occupied orbital energy, the calculation gives -2.30 eV. Its HOMO-LUMO gap is 5.684 eV. As for the total charge: -2. As for the multiplicity: 2.


The records above yield relative energy (zero: lowest compared OMol25 entry of this formula, charge and spin) values of 3.979; 2.895; 1.757 eV, respectively.